Record 1
16
Properties=species:S:1:pos:R:3:forces:R:3 method="wB97M-V/def2-TZVPD" de_lowest_kcal_mol=19.67 charge=+1 total_energy_ha=-342.325930 e_homo_ev=-14.1 gap_ha=0.39505
C 2.03031 -0.16234 -0.78578 0.679 -0.517 -0.115
C 0.58117 0.17091 -0.85754 -0.606 -0.164 2.139
C -0.49634 -0.67133 -0.70099 1.505 0.186 -1.246
N -1.61815 0.08919 -0.50914 0.626 0.846 1.399
C -1.23176 1.34925 -0.24802 -0.197 -1.484 -0.485
N 0.07947 1.39615 -0.42961 -0.956 1.335 -0.768
H 2.28612 -0.66636 0.14982 -0.387 -0.036 0.098
H 2.31501 -0.86816 -1.56371 -0.020 0.164 -0.180
H 2.72885 0.67160 -0.79626 -0.359 0.305 -0.403
H -0.36468 -1.73918 -0.66472 -0.873 -0.092 -0.289
H -2.50419 -0.22601 -0.17952 -0.575 -0.620 -0.064
H -1.86520 2.15054 0.08397 -0.074 0.143 -0.217
H 0.40013 2.34517 -0.53626 1.231 -0.092 0.035
H -1.15121 -0.83001 2.85371 -0.244 0.307 0.641
H -0.11962 -1.60028 2.08053 -0.326 -0.139 0.047
O -1.06990 -1.40915 2.10351 0.575 -0.142 -0.591

=====

Record 2
131
Properties=species:S:1:pos:R:3:forces:R:3 method="wB97M-V/def2-TZVPD" charge=+1 total_energy_ha=-3718.240653 e_homo_ev=-10.6 gap_ha=0.27602
C 2.60966 2.58300 -1.51434 0.006 0.159 0.083
C 1.52852 3.61104 -1.88901 0.305 -0.032 -0.003
C 0.16869 3.01822 -2.03455 0.571 0.050 1.042
O -0.51768 3.11803 -2.99206 2.896 0.264 -1.039
O -0.28205 2.32457 -0.93460 0.793 -0.113 0.346
C -0.38615 0.91681 -1.14145 -0.285 0.241 -0.335
C 0.29530 0.06661 -0.09730 0.495 0.662 0.119
N -0.39987 -0.15539 1.24929 0.249 -0.511 -1.351
P -2.21321 0.30811 1.33729 -0.717 0.253 2.213
C -3.14010 -0.62204 0.09107 0.274 0.154 -0.751
C -2.48504 2.06044 0.92351 0.301 -0.414 -0.323
C -0.37096 -1.67976 1.48704 -0.510 -0.554 -0.030
C -1.31904 -2.22626 2.57606 0.190 -0.337 0.588
C -0.90813 -3.56703 3.21773 -0.049 0.317 -0.095
C 0.04856 -3.47261 4.41195 -0.107 -0.400 0.123
C 1.17016 -4.49823 4.37797 0.001 -0.214 0.200
N 0.62745 -5.85665 4.18099 0.359 -0.004 -0.076
C 1.05885 -2.14082 1.54833 0.777 0.307 0.340
N 1.86780 -1.58680 2.66668 -0.311 0.707 -1.477
S 3.50921 -2.05892 2.39405 -0.041 -0.401 0.682
C 1.68088 -0.12619 2.87216 0.308 -0.624 0.761
F 2.69640 0.56967 2.24908 -0.091 0.019 -0.468
C 1.77649 0.17583 4.37000 0.235 -0.022 0.184
C 3.08070 -0.15276 5.08983 0.157 0.305 0.486
C 4.21580 0.87340 4.87014 -0.146 -0.147 -0.285
C 5.36805 0.40321 4.02126 0.359 -0.023 -0.435
C 5.73862 1.11223 2.86824 0.381 -0.659 0.238
C 6.80930 0.67867 2.07623 -0.222 -0.331 0.666
C 7.52107 -0.46627 2.44202 -0.383 0.012 0.318
C 7.16280 -1.17950 3.59542 -0.418 0.534 -0.118
C 6.08869 -0.74895 4.37465 0.115 0.627 -0.516
C 0.29281 0.44089 2.45171 -0.177 0.109 0.224
C 0.29550 1.95558 2.48448 0.075 0.184 0.100
C -0.53533 2.59485 3.40762 0.155 -0.027 -0.152
C -0.51490 3.97779 3.49078 0.324 -0.072 -0.230
C 0.35292 4.65911 2.65090 0.007 -0.198 -0.110
C 1.13928 3.93233 1.76148 -0.179 -0.021 0.201
N 1.13293 2.60313 1.67552 -0.420 0.217 0.033
H 2.89594 2.64413 -0.46970 -0.093 -0.088 0.154
H 2.29615 1.56338 -1.71931 -0.013 -0.156 -0.059
H 3.49465 2.76931 -2.11334 0.127 -0.013 -0.039
H 1.78226 4.05855 -2.84214 -0.152 0.205 -0.116
H 1.47136 4.40482 -1.14878 0.015 0.124 0.108
H -1.42924 0.65631 -1.30018 -0.057 0.010 0.087
H 0.10665 0.67208 -2.08303 0.044 -0.089 -0.035
H 0.45616 -0.89001 -0.58113 -0.299 0.051 0.330
H 1.29374 0.45923 0.08059 0.019 0.209 0.252
H -3.11762 -0.23547 -0.92664 -0.032 0.078 -0.049
H -2.89142 -1.67592 0.06841 0.023 -0.212 0.136
H -4.16699 -0.54066 0.44566 -0.112 0.025 0.140
H -3.02395 2.14444 -0.01840 0.563 -0.541 0.637
H -1.60682 2.68664 0.83945 0.174 -0.060 0.058
H -3.12325 2.45760 1.70690 -0.037 -0.062 0.259
H -0.75396 -2.10139 0.55860 0.026 0.052 -0.202
H -2.29451 -2.42004 2.14046 -0.130 0.321 -0.198
H -1.49302 -1.53557 3.39706 0.046 0.232 -0.032
H -0.55010 -4.26771 2.46602 0.114 -0.090 -0.082
H -1.83559 -4.00223 3.57620 -0.108 -0.145 -0.046
H -0.52639 -3.69879 5.30921 -0.092 0.135 0.123
H 0.46810 -2.48028 4.54269 0.048 0.149 -0.103
H 1.91632 -4.25474 3.62137 -0.025 0.039 -0.191
H 1.69223 -4.45828 5.33333 0.137 0.097 0.064
H 0.88915 -6.44238 4.96215 -0.172 -0.017 0.127
H 1.07227 -6.30000 3.38839 -0.087 0.020 -0.136
H 1.56840 -1.92713 0.60738 -0.030 0.046 -0.155
H 1.07959 -3.22122 1.62163 -0.071 -0.148 0.181
H 3.80466 -1.45339 1.22710 -0.239 0.143 -0.057
H 0.96348 -0.34419 4.87453 -0.106 -0.192 -0.091
H 1.59415 1.23669 4.53514 -0.060 0.154 -0.124
H 2.83311 -0.10331 6.14945 -0.134 -0.077 0.109
H 3.42051 -1.17157 4.93358 -0.011 -0.104 -0.210
H 4.58783 1.18997 5.84212 0.135 -0.024 0.111
H 3.78227 1.76096 4.41214 0.044 0.162 -0.041
H 5.19405 2.00184 2.58527 -0.097 0.073 0.015
H 7.08590 1.24358 1.19925 0.060 0.005 -0.111
H 8.35091 -0.80964 1.84273 0.075 0.015 -0.063
H 7.71152 -2.05873 3.89688 0.106 -0.076 -0.065
H 5.79706 -1.28181 5.26893 0.080 -0.154 0.065
H -0.36653 0.14983 3.26278 -0.098 -0.158 0.040
H -1.17861 2.00304 4.04190 -0.104 -0.015 0.066
H -1.13475 4.52035 4.18652 -0.107 -0.042 0.116
H 0.43096 5.73412 2.68007 -0.011 0.111 -0.015
H 1.80738 4.45893 1.09590 0.172 0.005 -0.078
C -2.87978 2.78419 -2.84853 -1.376 0.182 -0.502
C -3.17640 3.34996 -1.61314 -0.347 0.240 -0.801
C -4.36984 3.04448 -0.97794 -0.594 0.488 -0.582
C -5.27683 2.18037 -1.58156 -0.117 0.059 0.086
C -4.99064 1.63326 -2.83339 0.016 -0.205 -0.052
C -3.78790 1.93320 -3.45887 -0.141 -0.072 0.288
C -5.96165 0.73282 -3.52294 0.029 0.006 -0.012
O -5.69311 0.24719 -4.60112 0.018 -0.077 0.007
C -7.25517 0.45462 -2.84141 0.013 0.046 0.032
C -8.19864 -0.33649 -3.48386 -0.086 -0.052 -0.002
C -9.40265 -0.61777 -2.86074 -0.002 0.007 0.033
C -9.66627 -0.11770 -1.59035 0.013 -0.012 -0.023
C -8.73114 0.67416 -0.94549 -0.095 -0.041 0.005
C -7.52642 0.97040 -1.56994 0.069 0.013 -0.055
C -6.54682 1.84673 -0.86989 0.081 0.067 -0.049
O -6.76225 2.27800 0.24287 0.007 -0.033 0.125
H -1.94216 3.01659 -3.33759 -2.014 -0.171 -0.013
H -2.47241 4.03059 -1.15065 -0.004 0.014 0.016
H -4.61212 3.47474 -0.01515 -0.154 -0.006 -0.060
H -3.56274 1.50078 -4.42381 -0.127 0.019 -0.068
H -7.98357 -0.72332 -4.47003 0.069 0.021 -0.009
H -10.13891 -1.22922 -3.36449 -0.010 -0.007 -0.002
H -10.60571 -0.34414 -1.10460 -0.013 0.000 0.000
H -8.92890 1.07088 0.04035 0.049 0.050 0.007
C 5.50556 -1.79394 -5.69723 -0.013 0.014 -0.017
C 4.99579 -1.41200 -6.93308 -0.001 0.000 0.031
C 3.64436 -1.14540 -7.07885 0.085 0.013 -0.054
C 2.79284 -1.27194 -5.99023 -0.066 -0.026 0.092
C 3.30254 -1.67673 -4.75174 -0.080 -0.049 -0.018
C 4.66168 -1.92592 -4.60762 0.092 -0.027 -0.032
C 2.40472 -1.85736 -3.58473 0.102 0.106 0.172
O 2.82246 -2.16073 -2.48369 0.101 0.004 0.024
C 0.94936 -1.61270 -3.77636 0.016 -0.031 -0.095
C 0.09692 -1.82910 -2.70237 -0.140 -0.206 -0.125
C -1.25028 -1.55904 -2.83186 0.023 -0.115 -0.097
C -1.75029 -1.06220 -4.02871 -0.262 0.006 0.023
C -0.91316 -0.86568 -5.11243 0.009 0.056 0.076
C 0.44247 -1.15182 -4.99063 0.029 0.055 0.057
C 1.34604 -0.95161 -6.16422 0.062 0.039 -0.106
O 0.91252 -0.53673 -7.21458 -0.026 -0.019 0.021
H 6.56284 -1.99310 -5.58678 0.009 -0.005 -0.002
H 5.65626 -1.31935 -7.78446 0.009 0.004 -0.006
H 3.24116 -0.83974 -8.03404 -0.063 0.019 0.017
H 5.04718 -2.22808 -3.64393 -0.057 -0.017 0.033
H 0.50419 -2.20865 -1.77390 0.093 -0.229 -0.242
H -1.91955 -1.72284 -2.00015 -0.041 -0.092 -0.007
H -2.80642 -0.83538 -4.10546 -0.019 -0.016 -0.094
H -1.29513 -0.48091 -6.04787 0.048 -0.039 -0.050

=====

Record 3
43
Properties=species:S:1:pos:R:3:forces:R:3 method="wB97M-V/def2-TZVPD" de_lowest_kcal_mol=0.00 spin_multiplicity=4 charge=+2 s2=3.797 total_energy_ha=-2485.046534 e_homo_ev="-16.2 / -16.1" gap_ha="0.23464 / 0.15495"
C 2.49611 -1.17621 -2.03585 0.300 1.261 0.139
N 2.23931 -0.07117 -1.29951 1.149 -0.784 -1.833
N 3.03413 0.96343 -1.78324 -0.323 -0.150 0.871
C 3.81766 0.47708 -2.77443 -0.818 -0.677 0.695
C 3.50497 -0.87150 -2.95302 -0.039 0.205 0.138
B 2.80399 2.38347 -1.15556 -0.330 -0.242 -1.202
N 1.26372 2.64136 -1.24095 0.078 -0.756 0.508
N 0.44020 1.67355 -0.67852 -0.621 2.208 -1.105
C -0.83155 2.10117 -0.79926 0.401 0.191 -0.161
C -0.83745 3.35486 -1.43140 0.829 -0.454 0.198
C 0.50589 3.64662 -1.70790 -0.515 -0.639 0.419
Co 1.13913 0.23083 0.17298 -1.589 -1.687 -0.286
N 3.05116 2.28319 0.39008 1.840 1.495 1.669
N 2.28887 1.35041 1.08789 1.457 1.410 4.971
C 2.53203 1.53410 2.41043 -1.372 -1.219 -2.501
C 3.46893 2.55941 2.56620 0.327 0.285 1.238
C 3.78600 2.99410 1.27471 -0.822 -0.842 -3.324
H 1.99966 0.94133 3.13610 -0.096 -0.171 0.202
H 4.51254 3.71569 0.93959 -0.066 0.193 -0.040
H 3.85025 2.95133 3.49957 0.043 -0.034 -0.068
H 3.45255 3.26014 -1.64446 -0.075 -0.228 0.118
H 0.97266 4.47642 -2.22300 -0.143 -0.041 0.136
H 4.53867 1.09981 -3.27018 0.042 0.128 -0.083
H -1.68430 3.97769 -1.62649 -0.246 0.046 -0.181
H 3.95398 -1.55984 -3.64666 -0.001 0.060 -0.105
H -1.63737 1.47634 -0.43082 0.002 0.253 -0.070
H 1.91443 -2.06747 -1.86851 0.124 -0.118 -0.064
H -1.57292 0.92627 2.16419 -0.259 0.039 0.078
C -2.60851 0.57278 2.05791 -0.036 -0.144 -0.160
H -3.31287 1.40976 1.98975 0.299 -0.131 0.005
H -2.69206 -0.04345 1.15055 -0.047 0.096 0.271
H -2.87236 -0.03278 2.93108 0.122 0.112 -0.227
O 0.09510 -2.54377 -0.65302 1.175 0.842 2.146
C 0.56422 -2.47732 0.48533 -0.733 -1.869 -1.453
C 0.91862 -3.63639 1.41558 -0.022 -0.405 -0.635
C 1.04208 -3.01147 2.78474 0.022 0.292 0.348
C 0.90051 -1.51882 2.53759 -0.376 0.321 2.470
O 0.74093 -0.66758 3.41718 0.714 -0.924 -2.111
N 0.87793 -1.29216 1.15936 -0.151 1.423 -0.712
H 0.17625 -4.44716 1.40106 0.297 0.314 -0.362
H 1.89202 -4.02759 1.06479 -0.492 -0.007 0.030
H 0.25150 -3.35030 3.46471 0.258 0.224 -0.009
H 2.01522 -3.20915 3.25377 -0.305 0.124 0.040